# 1
Molecular formula: C8H10N3O2
Method: DFT, wB97M-V/def2-TZVPD

Cartesian coordinates (Å):
C 0.381 0.880 -0.223
C 1.706 0.706 -0.244
C 2.261 -0.559 0.225
C 0.009 -1.479 -0.006
C -2.168 -2.317 -0.322
C -1.860 -0.152 0.155
C 2.737 1.713 -0.543
C -2.423 1.732 0.656
N -2.710 -1.055 0.105
N 1.301 -1.716 0.104
N -0.454 -0.230 -0.009
O 3.311 -0.797 0.692
O -0.735 -2.514 -0.066
H -0.022 1.912 -0.164
H -2.598 -3.176 0.278
H -2.319 -2.293 -1.384
H 3.609 1.169 -0.823
H 3.188 2.348 0.305
H 2.461 2.529 -1.199
H -1.900 2.185 -0.247
H -2.105 2.118 1.698
H -3.438 1.586 0.585
H 1.770 -2.590 0.428

Results
Energy above the lowest of the compared OMol25 structures with the same formula, charge and spin ... 3.622 eV
DFT total energy ... -625.253363 Eh
Charge ... +1
HOMO energy ... -13.7 eV
M ... 180.187 g mol⁻¹
Orbital gap ... 9.8 eV

Atomic partial charges in e from the Mulliken method, atoms 1 to 8: -0.1504 0.5000 0.3721 0.6359 -0.3451 0.3955 -1.5660 -0.9196


# 2
Molecular formula: C8H10N3O2
Method: DFT, wB97M-V/def2-TZVPD

Cartesian coordinates (Å):
C -1.088 1.666 -1.268
N -0.825 0.755 -0.149
C -1.204 1.479 1.066
C -1.754 -0.556 -0.020
O -2.902 -0.475 0.093
N -0.889 -1.596 -0.003
O -1.326 -2.903 -0.087
C 0.503 -1.240 -0.151
C 1.710 -1.829 -0.068
C 2.861 -1.013 0.020
C 2.780 0.364 -0.010
N 1.558 0.981 -0.124
C 0.540 0.221 -0.184
H -0.533 2.493 -0.962
H -0.611 1.325 -2.183
H -2.163 1.976 -1.301
H -0.755 2.501 1.155
H -2.409 1.615 1.096
H -0.905 0.915 2.023
H -1.838 -3.180 0.688
H 1.806 -2.929 -0.029
H 3.808 -1.581 0.240
H 3.637 1.010 0.158

Results
Energy above the lowest of the compared OMol25 structures with the same formula, charge and spin ... 3.549 eV
DFT total energy ... -625.256034 Eh
Charge ... +1
Structure (SMILES) ... C[N+]1(C)C(=O)N(O)c2cccnc21
HOMO energy ... -13.4 eV
M ... 180.187 g mol⁻¹
Orbital gap ... 10.0 eV

Atomic partial charges in e from the Mulliken method, atoms 1 to 8: -0.9511 0.4187 -0.8754 0.3840 -0.4180 0.3606 -0.4046 0.0852


# 3
Molecular formula: C8H10N4OS
Method: DFT, wB97M-V/def2-TZVPD

Cartesian coordinates (Å):
C -3.068 0.203 0.207
C -2.304 -0.949 0.141
C -2.446 1.399 0.536
C -0.985 -0.908 0.406
C -1.066 1.451 0.828
C -0.330 0.224 0.804
C 2.147 -0.340 0.129
C 1.949 -1.354 -0.905
N 3.253 0.069 0.665
N 3.034 0.886 1.639
N 1.721 1.033 1.769
N 1.076 0.180 0.958
O 2.066 -2.716 -0.403
S 1.650 1.956 -1.652
H -4.101 0.131 0.205
H -2.588 -1.978 -0.049
H -3.141 2.201 0.646
H -0.461 -1.849 0.165
H -0.480 2.279 1.187
H 2.753 -1.151 -1.645
H 0.978 -1.209 -1.403
H 1.348 1.538 2.598
H 2.392 -2.560 0.491
H 0.400 2.103 -1.975

Results
Energy above the lowest of the compared OMol25 structures with the same formula, charge and spin ... 3.604 eV
DFT total energy ... -1003.124510 Eh
Charge ... 0
HOMO energy (spin up / spin down) ... -6.9 / -6.9 eV
M ... 210.262 g mol⁻¹
Orbital gap (spin up / spin down) ... 5.6 / 5.6 eV

Atomic partial charges in e from the Mulliken method, atoms 1 to 8: -0.5011 -0.7145 -0.6814 -0.0903 -0.2800 0.3869 0.0463 -0.5366


# 4
Molecular formula: C8H10O2S2
Method: DFT, wB97M-V/def2-TZVPD

Cartesian coordinates (Å):
C -4.788 0.139 -0.102
C -3.802 -0.366 -0.950
C -4.146 1.021 0.748
C -2.637 0.077 -0.448
C -1.346 0.008 -1.046
C 1.162 1.092 -1.546
C 2.255 -1.826 1.095
C 1.658 0.681 1.471
O -0.926 -0.590 -2.000
O -2.835 0.926 0.529
S -0.122 1.039 -0.217
S 1.674 -0.695 2.428
H -5.870 -0.201 -0.145
H -3.918 -0.990 -1.787
H -4.653 1.699 1.492
H 2.066 1.330 -1.128
H 0.731 1.708 -2.341
H 1.397 -0.031 -1.900
H 1.387 -2.567 0.796
H 2.869 -2.544 1.578
H 2.441 -1.344 0.201
H 1.576 1.644 1.974

Results
Energy above the lowest of the compared OMol25 structures with the same formula, charge and spin ... 5.242 eV
DFT total energy ... -1257.501114 Eh
Charge ... 0
HOMO energy ... -7.5 eV
M ... 202.300 g mol⁻¹
Orbital gap ... 7.4 eV

Atomic partial charges in e from the Mulliken method, atoms 1 to 8: -0.2732 -0.6139 -0.3958 0.2091 0.7618 -0.9223 -0.7313 -0.5048


# 5
Molecular formula: C8H10O4S
Method: DFT, wB97M-V/def2-TZVPD

Cartesian coordinates (Å):
C -0.725 2.112 0.523
C -1.611 0.153 -1.034
C 0.763 1.871 0.425
C -0.806 -1.109 -0.674
C 1.131 0.426 0.512
C -0.211 -0.291 0.520
C -1.605 -2.340 -0.375
C 1.964 -0.010 1.753
O 0.665 0.627 -2.496
O -1.192 2.123 -2.767
O -1.285 0.699 0.354
O -0.009 2.273 -0.724
S -0.522 1.192 -1.991
H 1.534 2.626 0.803
H -0.097 -1.150 -1.438
H 1.626 -0.013 -0.290
H -0.560 -0.763 1.393
H -2.481 -2.508 -1.065
H -1.965 -2.250 0.696
H -1.119 -3.335 -0.521
H 1.760 -1.005 2.197
H 1.715 0.685 2.466
H 3.031 -0.013 1.734

Results
Energy above the lowest of the compared OMol25 structures with the same formula, charge and spin ... 9.282 eV
DFT total energy ... -1009.629765 Eh
Charge ... 0
HOMO energy ... -8.7 eV
M ... 202.231 g mol⁻¹
Orbital gap ... 9.2 eV

Atomic partial charges in e from the Mulliken method, atoms 1 to 8: -0.7205 -0.3433 -0.0728 0.1734 0.3188 -0.5477 -1.5007 -1.6485


# 6
Molecular formula: C8H10OS
Method: DFT, wB97M-V/def2-TZVPD

Cartesian coordinates (Å):
C 1.293 0.740 1.600
C 2.353 0.083 1.182
C -0.596 -2.977 0.444
C -0.824 -1.804 -0.160
C -0.268 1.719 -0.200
C -0.138 0.716 -1.341
C 0.029 0.687 0.790
C 0.253 -0.223 -0.310
O 2.737 -0.117 -1.356
S 2.004 -0.929 -0.381
H 1.443 1.348 2.375
H 3.338 0.049 1.569
H -1.211 -3.794 0.136
H 0.207 -3.257 1.136
H -1.606 -1.598 -0.900
H 0.485 2.438 -0.295
H -1.176 2.219 -0.037
H -1.026 0.414 -1.809
H 0.651 1.051 -1.994
H -0.769 0.520 1.487

Results
Energy above the lowest of the compared OMol25 structures with the same formula, charge and spin ... 4.628 eV
DFT total energy ... -783.914177 Eh
Charge ... 0
HOMO energy (spin up / spin down) ... -4.6 / -9.5 eV
<S²> ... 2.01
M ... 154.234 g mol⁻¹
Multiplicity ... 3
Orbital gap (spin up / spin down) ... 5.5 / 7.0 eV

Atomic partial charges in e from the Mulliken method, atoms 1 to 8: -0.8378 -0.6240 -0.6811 -0.1956 -0.5992 -0.9645 0.1014 0.7210


# 7
Molecular formula: C8H10OS2
Method: DFT, wB97M-V/def2-TZVPD

Cartesian coordinates (Å):
C -1.944 -0.720 0.347
C -1.877 0.396 -0.165
C -0.597 -0.600 -1.262
C 2.403 0.299 1.050
C 3.107 0.518 -0.271
C 0.488 -0.043 -0.751
C -1.597 -2.066 0.785
C -2.295 1.758 -0.386
O -1.132 -1.232 -2.116
S 0.733 0.898 0.689
S 1.997 -0.284 -1.707
H 2.345 -0.772 1.423
H 2.800 0.813 1.912
H 3.075 1.515 -0.615
H 4.066 0.089 -0.479
H -2.073 -2.165 1.702
H -0.563 -1.980 1.116
H -1.931 -2.810 0.017
H -2.073 2.358 0.641
H -3.318 1.793 -0.724
H -1.613 2.235 -1.207

Results
Energy above the lowest of the compared OMol25 structures with the same formula, charge and spin ... 0.145 eV
DFT total energy ... -1182.168863 Eh
Charge ... 0
HOMO energy (spin up / spin down) ... -4.4 / -8.8 eV
<S²> ... 2.02
M ... 186.301 g mol⁻¹
Multiplicity ... 3
Orbital gap (spin up / spin down) ... 4.8 / 7.1 eV

Atomic partial charges in e from the Mulliken method, atoms 1 to 8: 0.0383 0.4944 0.2449 -0.4738 -0.7552 0.2455 -1.2870 -1.0774


# 8
Molecular formula: C8H10SSi
Method: DFT, wB97M-V/def2-TZVPD

Cartesian coordinates (Å):
C -3.071 0.345 1.800
C -1.848 0.208 0.921
C -0.603 0.635 1.156
C 0.312 0.257 0.175
C 1.637 0.338 0.084
C 2.178 -0.186 -1.097
C 3.673 -0.015 -1.489
S 1.150 -1.069 -2.083
C -0.136 -0.915 -1.058
Si -1.961 -0.844 -0.687
H -3.023 1.023 2.600
H -3.514 -0.470 2.236
H -3.917 0.921 1.325
H -0.431 1.203 2.017
H 2.398 0.851 0.743
H 4.045 0.879 -1.908
H 4.321 -0.132 -0.705
H 4.019 -0.941 -2.136
H -2.560 0.006 -1.756
H -2.668 -2.094 -0.136

Results
Energy above the lowest of the compared OMol25 structures with the same formula, charge and spin ... 2.251 eV
DFT total energy ... -998.376771 Eh
Charge ... 0
Structure (SMILES) ... CC1=Cc2cc(C)sc2[SiH2]1
HOMO energy ... -7.4 eV
M ... 166.321 g mol⁻¹
Orbital gap ... 7.5 eV

Atomic partial charges in e from the Mulliken method, atoms 1 to 8: -1.4382 0.5900 -1.0364 0.6433 -0.9841 0.8437 -1.1644 -0.1596